{"formula": "C23H22I2MoN5O13S", "method": "the ωB97M-V functional and the def2-TZVPD basis", "elements": ["Mo", "O", "C", "C", "C", "N", "C", "C", "C", "O", "O", "C", "O", "O", "H", "H", "H", "I", "C", "I", "H", "H", "C", "C", "S", "O", "O", "C", "C", "N", "C", "N", "C", "C", "N", "O", "O", "C", "H", "H", "H", "H", "H", "H", "H", "H", "H", "H", "H", "H", "H", "O", "C", "O", "C", "C", "C", "C", "C", "C", "N", "O", "O", "H", "H", "H", "H"], "positions_angstrom": [[-0.1185, 0.4508, 0.0340], [5.6144, -1.5884, -0.2497], [4.3394, -1.2130, -0.2065], [3.3639, -1.7064, -1.0807], [2.0863, -1.2317, -0.9501], [1.7728, -0.3317, -0.0213], [2.6846, 0.1191, 0.8447], [3.9860, -0.2886, 0.7910], [2.0678, 1.0772, 1.8361], [2.6619, 1.6378, 2.7015], [0.7400, 1.1779, 1.6148], [0.8780, -1.6631, -1.7491], [0.9164, -2.4800, -2.6172], [-0.2187, -1.0361, -1.3101], [5.7806, -2.2110, -0.9702], [3.5802, -2.4390, -1.8485], [4.7162, 0.0875, 1.4941], [-2.4629, 2.0712, 0.7812], [-1.9309, 3.7925, -0.3554], [-0.0688, 4.6477, 0.1585], [-2.7039, 4.5210, -0.1451], [-1.9177, 3.4935, -1.3954], [-6.8126, 0.1668, 3.4721], [-5.6553, -0.0996, 4.4322], [-4.3594, -0.9518, 3.5724], [-4.8994, -2.1349, 2.9509], [-3.6322, 0.0033, 2.7580], [-3.2243, -1.4809, 4.8443], [-2.3556, -2.6103, 4.3077], [-1.8328, -2.3070, 2.9689], [-0.9935, -1.3009, 2.6746], [-0.8883, -1.1561, 1.3516], [-1.7410, -2.0830, 0.7782], [-2.3127, -2.7882, 1.7658], [-3.1949, -3.9172, 1.5981], [-3.6685, -4.0524, 0.4972], [-3.3095, -4.6891, 2.5285], [-0.2653, -0.5194, 3.7095], [-7.6283, 0.6337, 4.0205], [-7.1729, -0.7609, 3.0331], [-6.5092, 0.8369, 2.6690], [-5.9510, -0.7389, 5.2648], [-5.2062, 0.8195, 4.8093], [-3.7910, -1.8400, 5.7028], [-2.6560, -0.5946, 5.1237], [-2.9276, -3.5254, 4.2124], [-1.5215, -2.7956, 4.9812], [-1.8519, -2.2138, -0.2826], [-0.4153, -0.9454, 4.6970], [-0.5932, 0.5200, 3.7129], [0.8036, -0.5291, 3.5061], [1.4626, 1.0264, -2.9311], [0.3044, 1.2323, -2.7068], [-0.1263, 1.6383, -1.4673], [-0.7757, 1.0702, -3.7075], [-0.4260, 0.9015, -5.0438], [-1.4077, 0.6869, -5.9980], [-2.7430, 0.6248, -5.6261], [-3.0612, 0.7947, -4.2913], [-2.1068, 1.0191, -3.3245], [-4.4773, 0.7343, -3.8743], [-5.3009, 0.5204, -4.7332], [-4.7200, 0.9007, -2.6963], [0.6185, 0.9358, -5.3235], [-1.1336, 0.5594, -7.0358], [-3.5277, 0.4490, -6.3472], [-2.4246, 1.1449, -2.2981]], "forces_ev_per_a": [[-0.291, 0.055, 0.042], [0.007, -0.027, -0.042], [0.013, -0.002, 0.010], [0.104, -0.043, -0.043], [-0.165, 0.000, -0.031], [0.388, -0.191, -0.042], [-0.109, 0.133, 0.013], [0.080, -0.011, 0.020], [-0.119, -0.015, -0.248], [-0.007, -0.003, 0.078], [0.356, 0.144, 0.271], [-0.114, 0.158, 0.156], [0.007, -0.034, -0.053], [0.063, -0.131, -0.062], [-0.003, 0.019, 0.032], [0.010, 0.006, 0.016], [0.005, -0.010, -0.017], [-0.066, -0.221, 0.001], [0.103, 0.098, 0.043], [-0.035, 0.005, 0.023], [-0.052, -0.027, -0.062], [0.010, 0.004, -0.004], [0.057, 0.033, 0.029], [-0.039, 0.027, -0.106], [-0.252, 0.047, -0.050], [0.053, 0.116, 0.062], [-0.039, 0.006, -0.074], [0.004, 0.051, 0.077], [0.088, -0.061, 0.009], [-0.046, -0.154, 0.056], [0.312, 0.017, -0.020], [-0.414, 0.095, -0.179], [0.244, 0.071, -0.056], [-0.155, -0.032, 0.159], [0.407, -0.252, -0.162], [-0.167, 0.101, -0.014], [-0.132, -0.039, 0.102], [-0.027, 0.013, -0.021], [0.003, 0.013, -0.002], [-0.010, -0.016, 0.025], [0.007, 0.002, 0.006], [-0.028, -0.001, -0.020], [-0.036, 0.001, 0.074], [-0.017, 0.006, -0.006], [0.008, -0.025, 0.076], [0.001, 0.022, 0.045], [0.019, -0.022, -0.002], [-0.004, 0.056, -0.001], [-0.009, -0.014, 0.013], [0.009, -0.005, -0.006], [-0.033, -0.004, 0.025], [0.195, -0.018, 0.103], [-0.018, 0.304, 0.141], [-0.046, -0.277, -0.355], [-0.059, 0.007, 0.010], [-0.001, -0.042, -0.088], [0.014, -0.003, -0.006], [0.024, 0.013, -0.014], [-0.051, 0.000, -0.064], [-0.079, 0.093, 0.128], [0.046, -0.055, -0.127], [-0.046, 0.006, -0.016], [-0.015, 0.051, 0.158], [-0.010, -0.005, 0.028], [-0.005, 0.000, 0.003], [-0.002, 0.003, 0.010], [0.067, -0.037, -0.052]], "total_charge": 1, "e_tot_ha": -3203.075911, "de_lowest_kj_mol": 13.0, "homo_lumo_gap_ev": [7.84, 7.83], "spin_multiplicity": 3}

***

{"formula": "C31H83BFN6O5Si6", "method": "the ωB97M-V functional and the def2-TZVPD basis", "elements": ["C", "C", "C", "F", "C", "N", "C", "C", "C", "N", "C", "N", "B", "O", "O", "C", "N", "C", "N", "C", "C", "C", "N", "H", "H", "H", "H", "H", "H", "H", "H", "H", "H", "H", "H", "H", "H", "H", "H", "H", "H", "H", "H", "H", "H", "H", "H", "H", "H", "H", "H", "H", "O", "Si", "C", "C", "C", "Si", "C", "C", "C", "H", "H", "H", "H", "H", "H", "H", "H", "H", "H", "H", "H", "H", "H", "H", "H", "H", "H", "O", "Si", "C", "C", "C", "Si", "C", "C", "C", "H", "H", "H", "H", "H", "H", "H", "H", "H", "H", "H", "H", "H", "H", "H", "H", "H", "H", "O", "Si", "C", "C", "C", "Si", "C", "C", "C", "H", "H", "H", "H", "H", "H", "H", "H", "H", "H", "H", "H", "H", "H", "H", "H", "H", "H"], "positions_angstrom": [[1.5495, 1.3800, 1.8400], [0.7144, 2.3164, 0.9605], [1.1815, 3.7784, 1.0230], [2.3525, 3.9067, 1.7263], [1.3224, 4.5106, -0.2960], [2.5433, 4.3341, -1.1090], [3.2294, 3.0264, -1.1632], [2.6746, 1.9901, -2.1544], [3.8385, 1.2054, -2.7799], [3.5160, -0.2257, -2.7638], [2.2372, 4.9260, -2.2477], [3.0631, 5.3411, -3.1701], [4.5493, 5.1848, -3.0255], [5.1218, 5.6056, -1.8851], [5.2929, 4.5986, -3.9735], [4.6849, 4.3257, -5.2414], [0.8837, 5.1552, -2.4592], [0.1305, 4.6548, -1.2517], [-0.8580, 5.5543, -0.7305], [-0.5705, 3.3655, -1.7339], [-1.2775, 3.5964, -3.0392], [-2.4933, 4.4966, -3.1228], [-0.8207, 3.0421, -4.0612], [2.5887, 1.4325, 1.5461], [1.2270, 0.3737, 1.6054], [1.3952, 1.5378, 2.8962], [0.7148, 1.9054, -0.0378], [-0.2965, 2.2785, 1.3442], [0.4362, 4.3328, 1.5822], [1.4400, 5.5470, 0.0409], [4.2553, 3.2253, -1.4467], [3.2982, 2.5762, -0.1895], [2.0637, 1.2458, -1.6648], [2.0965, 2.4214, -2.9688], [4.0436, 1.5627, -3.7924], [4.7465, 1.3140, -2.1935], [4.0912, -0.7156, -3.4368], [2.5381, -0.3711, -2.9768], [2.6405, 5.7616, -3.9848], [6.0244, 5.8984, -2.0910], [3.8424, 3.6469, -5.1647], [5.4083, 3.8417, -5.8744], [4.3717, 5.2366, -5.7416], [0.7781, 6.1752, -2.3890], [-0.4425, 6.3936, -0.3330], [-1.3280, 5.1010, 0.0445], [-1.3159, 3.0038, -1.0293], [0.1214, 2.5620, -1.9397], [-3.2543, 3.9559, -3.6738], [-2.8739, 4.7477, -2.1491], [-2.2676, 5.3946, -3.6768], [-1.3835, 3.2828, -4.8757], [8.0212, -0.9640, -6.9721], [8.7713, -2.4280, -7.1542], [8.6196, -3.0188, -8.9229], [7.9886, -3.7018, -6.0272], [10.5807, -2.2846, -6.7270], [6.5363, -0.2843, -7.1379], [6.5969, 1.5322, -6.6964], [5.3028, -1.1210, -6.0016], [5.9328, -0.4463, -8.9000], [7.5787, -3.2240, -9.1823], [9.1904, -3.9380, -9.0655], [9.0012, -2.2678, -9.6178], [7.9974, -3.3594, -4.9899], [8.5367, -4.6438, -6.0809], [6.9523, -3.8966, -6.3119], [10.7165, -1.9599, -5.6933], [11.0834, -1.5669, -7.3781], [11.0693, -3.2530, -6.8460], [6.9204, 1.6769, -5.6626], [5.6028, 1.9714, -6.8100], [7.2859, 2.0721, -7.3486], [5.1470, -2.1615, -6.2906], [4.3380, -0.6084, -6.0420], [5.6637, -1.1049, -4.9695], [5.7771, -1.4936, -9.1651], [6.6593, -0.0246, -9.5973], [4.9852, 0.0805, -9.0322], [-1.9435, -3.6358, 3.0652], [-2.0640, -4.5499, 4.4410], [-3.8325, -4.5804, 5.0537], [-0.9785, -3.8347, 5.7885], [-1.5194, -6.3020, 4.1072], [-2.2115, -2.0965, 2.5530], [-1.7789, -1.9224, 0.7429], [-1.1554, -0.8948, 3.5283], [-4.0098, -1.6317, 2.7811], [-4.1544, -3.5843, 5.3660], [-3.9284, -5.2526, 5.9086], [-4.5076, -4.9255, 4.2676], [0.0537, -3.7382, 5.4443], [-0.9870, -4.4825, 6.6668], [-1.3289, -2.8460, 6.0936], [-0.4822, -6.3337, 3.7676], [-2.1426, -6.7691, 3.3421], [-1.5969, -6.8961, 5.0193], [-0.7274, -2.1593, 0.5651], [-1.9587, -0.8957, 0.4143], [-2.3869, -2.5876, 0.1274], [-1.4490, -0.8793, 4.5796], [-1.2624, 0.1176, 3.1299], [-0.1020, -1.1791, 3.4727], [-4.2711, -1.6198, 3.8382], [-4.6607, -2.3504, 2.2785], [-4.2088, -0.6401, 2.3683], [-8.0756, -1.8549, 7.6019], [-7.2885, -1.5747, 6.1844], [-8.1121, -0.1790, 5.2462], [-7.3035, -3.1065, 5.1069], [-5.5126, -1.0933, 6.5105], [-9.5710, -2.2886, 8.1521], [-9.5770, -2.3693, 10.0159], [-10.0481, -3.9695, 7.4803], [-10.8528, -1.0388, 7.6041], [-9.1205, -0.4580, 4.9345], [-7.5373, 0.0687, 4.3509], [-8.1838, 0.7169, 5.8666], [-6.8882, -3.9600, 5.6468], [-6.7073, -2.9475, 4.2055], [-8.3215, -3.3582, 4.8024], [-4.9819, -1.8876, 7.0404], [-5.4565, -0.1853, 7.1144], [-4.9966, -0.9069, 5.5693], [-8.8578, -3.1053, 10.3803], [-10.5680, -2.6566, 10.3719], [-9.3257, -1.4010, 10.4531], [-10.1629, -3.9396, 6.3947], [-10.9951, -4.2981, 7.9124], [-9.2848, -4.7130, 7.7196], [-10.9583, -1.0355, 6.5171], [-10.5726, -0.0318, 7.9207], [-11.8259, -1.2761, 8.0378]], "forces_ev_per_a": [[-0.344, -0.186, -0.789], [0.554, -0.181, 0.783], [-0.732, -0.907, -0.525], [0.570, 0.169, 0.032], [0.264, 1.112, 0.995], [-0.912, -1.883, 0.492], [0.656, -0.134, -0.735], [0.759, 0.015, -0.307], [-0.284, -0.777, 0.069], [0.088, 0.325, 0.080], [-1.236, 0.692, -1.005], [0.992, -0.405, 0.072], [0.147, -0.168, -0.060], [0.254, 0.808, 0.122], [-0.468, 0.211, -0.720], [0.167, -0.191, -0.341], [-0.028, 2.144, 1.653], [0.426, -1.858, -0.115], [0.121, 0.561, -0.175], [-0.364, 0.186, -0.100], [-0.780, 0.969, 0.191], [0.103, -0.683, 0.262], [0.807, -0.790, -0.917], [0.351, 0.065, 0.354], [-0.105, -0.334, 0.124], [0.239, 0.200, 0.262], [-0.008, 0.116, -0.292], [-0.425, -0.006, -0.182], [-0.184, 0.246, 0.140], [0.102, 0.150, 0.110], [0.275, 0.174, 0.014], [-0.141, 0.265, 0.556], [-0.383, -0.002, 0.343], [-0.222, 0.242, 0.044], [0.076, 0.234, -0.063], [0.185, 0.229, 0.081], [-0.194, -0.194, 0.007], [0.068, -0.163, -0.282], [-0.045, -0.316, -0.175], [-0.012, -0.417, 0.487], [-0.230, -0.075, 0.278], [0.393, -0.036, -0.031], [-0.053, 0.249, 0.021], [-0.355, -0.068, -1.008], [0.042, 0.014, -0.106], [-0.265, -0.071, -0.168], [0.073, 0.060, 0.416], [0.324, -0.044, 0.147], [-0.244, -0.037, -0.098], [-0.218, 0.259, 0.253], [0.143, 0.382, -0.042], [0.007, -0.110, -0.116], [-0.055, 0.093, 0.071], [0.281, -0.537, -0.109], [-0.124, 0.211, 0.114], [-0.094, 0.269, -0.027], [-0.178, 0.282, 0.047], [-0.294, -0.014, -0.209], [0.200, -0.084, 0.082], [0.136, 0.042, 0.030], [0.123, -0.019, 0.140], [0.018, -0.024, -0.054], [0.004, -0.007, 0.001], [0.003, -0.036, -0.038], [-0.006, -0.055, 0.018], [0.004, -0.007, -0.003], [0.000, -0.051, 0.033], [0.046, -0.003, -0.007], [0.035, -0.009, 0.018], [-0.012, -0.016, -0.009], [0.014, 0.029, -0.002], [0.003, -0.108, -0.069], [-0.001, 0.027, 0.015], [-0.035, -0.009, 0.046], [-0.013, -0.014, -0.011], [0.012, -0.041, -0.004], [-0.013, 0.011, -0.043], [-0.026, -0.006, -0.034], [-0.007, -0.006, -0.021], [0.004, 0.052, -0.024], [-0.061, -0.289, 0.462], [0.133, 0.160, -0.228], [-0.038, 0.118, -0.241], [0.030, 0.205, -0.269], [-0.138, 0.271, -0.022], [0.087, -0.208, 0.104], [-0.003, -0.162, -0.023], [0.146, -0.156, -0.059], [-0.064, -0.026, 0.019], [0.002, -0.001, 0.005], [-0.052, -0.005, 0.045], [0.017, 0.004, 0.053], [-0.003, -0.005, 0.007], [0.032, -0.004, 0.048], [-0.005, -0.046, -0.004], [0.022, -0.036, 0.004], [-0.011, 0.012, 0.018], [-0.011, -0.013, -0.038], [-0.021, 0.009, 0.008], [0.023, 0.009, -0.034], [0.036, 0.041, 0.008], [-0.001, 0.013, 0.015], [0.014, 0.044, 0.038], [-0.049, -0.015, 0.004], [-0.036, 0.029, 0.002], [-0.017, 0.002, 0.009], [0.057, 0.011, -0.004], [0.102, 0.040, -0.432], [-0.023, -0.078, 0.161], [-0.084, 0.063, 0.211], [-0.150, -0.069, 0.329], [-0.473, -0.147, 0.154], [0.262, 0.081, -0.127], [0.199, 0.140, -0.062], [0.233, -0.007, -0.064], [-0.008, 0.043, -0.022], [0.000, -0.002, -0.008], [-0.017, 0.023, -0.035], [0.003, -0.035, -0.054], [0.005, -0.003, -0.002], [0.015, -0.035, -0.027], [0.026, 0.029, 0.016], [0.034, -0.009, 0.009], [-0.013, 0.049, -0.021], [-0.008, 0.012, 0.038], [-0.013, -0.003, -0.010], [0.000, -0.018, 0.037], [-0.022, -0.054, 0.000], [-0.006, -0.004, 0.003], [-0.034, -0.038, -0.008], [-0.044, 0.033, 0.004], [-0.047, 0.016, -0.008], [-0.006, -0.002, 0.003]], "total_charge": 1, "e_tot_ha": -3797.755458, "homo_lumo_gap_ev": 8.27, "spin_multiplicity": 1}